{"formula": "C25H30F3O15S4Ti2", "method": "ωB97M-V with the def2-TZVPD basis set", "gap_ev": [6.957, 8.588], "max_force_ev_per_a": 3.612, "total_charge": 1, "spin_multiplicity": 7, "lumo_ev": [-2.1, -2.8], "energy_ha": -5690.0306, "symbols": ["Ti", "Ti", "C", "F", "F", "F", "S", "O", "O", "O", "C", "C", "O", "S", "O", "O", "O", "H", "H", "H", "H", "C", "C", "O", "S", "O", "O", "O", "H", "H", "H", "H", "C", "C", "O", "S", "O", "O", "O", "H", "H", "H", "H", "C", "C", "C", "C", "C", "C", "H", "H", "H", "H", "H", "H", "C", "C", "C", "C", "C", "C", "H", "H", "H", "H", "H", "H", "C", "C", "C", "C", "C", "C", "H", "H", "H", "H", "H", "H"], "positions_angstrom": [[3.767442, 1.833894, 0.943586], [-0.468591, 2.084871, 3.635569], [0.668325, -0.474438, 1.048839], [0.946122, -1.701753, 1.408881], [1.137218, -0.267438, -0.169482], [-0.713693, -0.410753, 1.007997], [1.449668, 0.719307, 2.322605], [2.901308, 0.386675, 2.099300], [1.084581, 2.075086, 1.876883], [0.989608, 0.504055, 3.658203], [4.329751, -1.183013, -1.469563], [5.697719, -1.183016, -0.927342], [6.428460, -0.108258, -1.683461], [5.400435, 1.042273, -2.056033], [5.641027, 1.375644, -3.416265], [5.226929, 1.897362, -0.888187], [4.009673, 0.192737, -1.903301], [3.556163, -1.509305, -0.728625], [4.132123, -1.717453, -2.421759], [6.389388, -2.018868, -1.053736], [5.729276, -0.856141, 0.122576], [0.417987, -6.189466, 1.162269], [1.274292, -6.822856, 2.281244], [1.555054, -5.684258, 3.095332], [0.133435, -4.905934, 3.389609], [0.380649, -3.492686, 3.482346], [-0.656496, -5.523395, 4.387612], [-0.425696, -5.297288, 1.914736], [-0.270815, -6.906038, 0.698127], [0.945806, -5.630471, 0.403818], [2.264287, -7.336787, 2.024296], [0.645160, -7.493888, 2.838747], [0.668917, 6.748619, -1.425815], [-0.368374, 5.981994, -2.257630], [0.426348, 5.518555, -3.378805], [2.007542, 5.620499, -3.198890], [2.562015, 6.830034, -3.669194], [2.631077, 4.353592, -3.475612], [1.822830, 5.801551, -1.494205], [0.266399, 6.790625, -0.401310], [0.901521, 7.715702, -1.787123], [-1.142030, 6.587089, -2.693981], [-0.803180, 5.090111, -1.818959], [-2.964222, 3.243383, 3.146893], [-3.394215, 1.973929, 2.790711], [-3.236088, 0.855260, 3.594572], [-2.637970, 1.005188, 4.888305], [-2.300270, 2.301056, 5.370661], [-2.517976, 3.409495, 4.466597], [-3.134707, 4.068728, 2.455996], [-3.797502, 1.882469, 1.820699], [-3.488566, -0.106555, 3.212855], [-2.396463, 0.068191, 5.437294], [-1.852937, 2.485177, 6.360494], [-2.245492, 4.399713, 4.841013], [1.447712, -3.537947, -2.597012], [0.678732, -4.653881, -2.745311], [-0.627616, -4.706008, -2.253900], [-1.281990, -3.604437, -1.743347], [-0.562905, -2.449209, -1.652354], [0.790553, -2.395812, -2.137567], [2.509739, -3.505323, -2.908707], [1.148940, -5.532002, -3.157752], [-1.160122, -5.627647, -2.445714], [-2.329471, -3.607698, -1.449421], [-1.063642, -1.540930, -1.314024], [1.259805, -1.411070, -2.259335], [-5.137512, 0.433516, -2.565194], [-3.817755, 0.322542, -2.896425], [-2.822622, 1.088704, -2.271431], [-3.258194, 1.975516, -1.290539], [-4.601561, 2.136614, -0.994711], [-5.569341, 1.359145, -1.640589], [-5.889249, -0.256986, -3.033665], [-3.512830, -0.410620, -3.645689], [-1.757110, 1.064465, -2.528590], [-2.554788, 2.406732, -0.578419], [-4.903789, 2.946987, -0.386817], [-6.558232, 1.482541, -1.372871]], "forces_ev_per_angstrom": [[0.934, 0.638, -1.198], [-2.155, 0.299, 0.024], [-2.041, -0.767, 0.476], [0.559, -0.190, 0.285], [0.120, 0.755, 0.410], [1.730, 0.802, 0.221], [1.900, -0.278, -2.630], [-2.087, 0.138, 0.687], [0.304, -0.404, 0.056], [-0.275, -1.031, 1.130], [-2.687, -0.373, -1.657], [2.449, 1.511, 0.569], [-1.114, -0.127, 0.159], [-1.429, -2.078, 0.615], [-0.176, 0.972, 1.464], [0.799, 0.914, -0.807], [1.240, -0.375, 0.250], [0.715, 0.416, -0.536], [0.669, -0.361, 0.812], [-0.755, -0.265, -0.076], [-0.137, -0.223, -0.210], [-0.342, -0.865, 0.646], [0.936, -0.087, -0.963], [-0.576, 0.882, 1.313], [1.328, 0.396, -1.862], [0.006, -1.342, -0.234], [0.080, -0.411, -0.032], [-0.462, 0.766, 0.738], [0.347, 0.106, 0.043], [0.327, 0.181, -0.062], [-1.522, 0.984, 0.132], [-0.154, -0.561, 0.264], [-0.733, -2.920, 1.260], [1.197, 0.476, -0.874], [0.465, -0.332, -1.343], [-0.436, -1.409, 3.297], [-0.171, 0.287, -0.602], [-0.882, 1.351, 0.305], [-0.452, 1.147, -1.793], [0.779, 0.041, -0.174], [0.401, 0.835, -0.518], [-0.335, 0.409, 0.005], [0.168, 0.050, 0.480], [0.108, 0.215, 1.300], [0.448, -0.661, -0.091], [1.055, 1.294, 1.016], [0.676, -0.234, -0.272], [-0.353, 0.102, -1.381], [0.940, 0.015, 1.054], [0.247, -0.081, 0.387], [-0.501, -0.428, -0.999], [-0.214, -0.559, -0.046], [-0.337, 1.009, -0.141], [-0.478, -0.217, -0.580], [-0.182, -0.248, -0.203], [0.210, 1.655, -0.132], [-0.211, -1.208, 0.888], [-0.007, -0.949, -1.240], [-0.073, -0.343, 0.292], [1.809, 1.340, -0.886], [-0.994, 0.593, 0.412], [-0.856, -0.012, 0.047], [-0.202, -0.303, -0.102], [-0.173, -0.065, 0.233], [0.240, -0.267, 0.000], [0.294, -0.131, -0.114], [-0.051, -0.474, 0.426], [-1.893, -1.130, -0.440], [1.892, -0.372, -0.673], [-0.668, 0.258, 0.199], [0.502, -0.368, 0.767], [-0.334, -0.617, -1.241], [2.480, 0.496, 0.208], [0.877, 0.810, 0.387], [-0.132, 0.217, 0.128], [-0.528, -0.375, 0.049], [0.181, 0.470, -0.595], [-0.290, 0.474, 1.000], [-2.012, 0.134, 0.272]]}